Arrangement w

{"formula": "C4H3NO2", "method": "ωB97M-V/def2-TZVPD", "elements": ["O", "C", "C", "C", "N", "C", "O", "H", "H", "H"], "xyz": [[1.83430, -0.98086, -0.07832], [0.58974, -0.77847, -0.01463], [-0.62275, -1.40868, 0.21815], [-1.63399, -0.37769, 0.00497], [-1.24065, 0.89859, -0.18149], [0.20618, 0.80921, -0.07148], [0.99492, 1.70697, 0.10778], [-0.90251, -2.46610, -0.08959], [-2.57557, -0.81591, -0.17733], [-1.70618, 1.71676, 0.47957]], "smiles": "O=C1C=CNC1=O", "total_charge": 0, "homo_lumo_gap_ev": 8.50}

***

Arrangement x

{"formula": "C4H3NO2", "method": "ωB97M-V/def2-TZVPD", "elements": ["C", "C", "C", "N", "O", "C", "O", "H", "H", "H"], "xyz": [[2.58145, -0.70788, 0.01948], [1.77643, 0.22330, -0.06385], [0.72458, 1.17362, -0.03738], [-0.57989, 0.96770, 0.05584], [-0.86445, -0.31020, 0.15727], [-2.27572, -0.57601, -0.06281], [-3.08618, 0.24236, -0.01042], [3.15426, -1.61418, 0.03206], [1.03330, 2.27040, 0.05671], [-2.46379, -1.66910, -0.14690]], "smiles": "C#C/C=N\\OC=O", "total_charge": 0, "homo_lumo_gap_ev": 9.66}

***

Arrangement y

{"formula": "C4H3NO2", "method": "ωB97M-V/def2-TZVPD", "elements": ["O", "C", "C", "C", "N", "O", "C", "H", "H", "H"], "xyz": [[-0.27965, 2.32995, -0.33452], [0.70514, 1.47383, -0.32406], [0.12557, 0.08639, -0.19922], [0.57083, -1.22037, -0.36772], [-0.47264, -1.99796, 0.10137], [-1.34908, -1.29282, 0.74870], [-0.87853, 0.02462, 0.67486], [1.92328, 1.57808, -0.35987], [1.32820, -1.86229, -0.82715], [-1.67312, 0.88056, 0.88762]], "smiles": "O=Cc1cnoc1", "total_charge": 0, "homo_lumo_gap_ev": 9.83}

***

The relative energies come out as arrangement w 0.0000; arrangement x 0.0808; arrangement y 0.0726, with values in hartree.

***

Arrangement w

{"formula": "C4H6O2", "method": "ωB97M-V/def2-TZVPD", "elements": ["O", "C", "O", "C", "C", "C", "H", "H", "H", "H", "H", "H"], "xyz": [[1.58403, 0.66950, 2.13120], [0.55966, 0.10453, 1.90358], [0.45890, -0.84868, 0.96832], [-0.48207, -0.46822, -0.01335], [-0.30648, 0.76164, -0.88546], [0.12805, -0.59756, -1.35104], [-0.43244, 0.31402, 2.33615], [-1.51324, -0.65904, 0.30033], [0.42695, 1.53896, -0.67353], [-1.24292, 1.10857, -1.31567], [1.21102, -0.73330, -1.31853], [-0.39147, -1.19040, -2.08199]], "smiles": "O=COC1CC1", "total_charge": 0, "homo_lumo_gap_ev": 11.49}

***

Arrangement x

{"formula": "C4H6O2", "method": "ωB97M-V/def2-TZVPD", "elements": ["C", "C", "C", "O", "C", "O", "H", "H", "H", "H", "H", "H"], "xyz": [[1.56028, 0.10934, 0.06804], [0.02615, 0.12076, 0.10912], [-0.69445, 0.79041, -0.99061], [-0.25228, 0.88845, -2.11482], [-1.15477, -0.86835, 0.66172], [-0.47558, 0.07781, 1.40873], [1.90761, 0.77807, 0.87407], [2.03610, -0.85638, 0.24426], [1.93897, 0.52101, -0.87281], [-1.73823, 1.03644, -0.72574], [-2.24660, -0.72783, 0.79067], [-0.88016, -1.90807, 0.55895]], "smiles": "C[C@@]1(C=O)CO1", "total_charge": 0, "homo_lumo_gap_ev": 10.55}

***

The relative energies come out as arrangement w 0.0000; arrangement x 0.0386, with values in hartree.

***

Arrangement w

{"formula": "C4H6O2", "method": "ωB97M-V/def2-TZVPD", "elements": ["O", "C", "C", "C", "C", "O", "H", "H", "H", "H", "H", "H"], "xyz": [[1.62968, 0.80570, 1.28389], [1.81906, 0.19525, 0.25925], [0.68232, -0.33407, -0.58054], [-0.58278, -0.41094, 0.24378], [-1.71269, 0.50503, 0.11562], [-1.78578, -0.82398, -0.38643], [2.84684, -0.04305, -0.09905], [0.96896, -1.32686, -0.94444], [0.57684, 0.29930, -1.47273], [-0.42492, -0.86006, 1.22143], [-2.30801, 0.70819, 1.00474], [-1.70952, 1.28550, -0.64551]], "smiles": "O=CC[C@H]1CO1", "total_charge": 0, "homo_lumo_gap_ev": 11.06}

***

Arrangement x

{"formula": "C4H6O2", "method": "ωB97M-V/def2-TZVPD", "elements": ["O", "C", "C", "C", "H", "H", "H", "H", "C", "O", "H", "H"], "xyz": [[0.79644, -0.32624, -1.35861], [-0.27037, -0.03579, -0.88462], [-1.71950, -0.26693, -0.85882], [-1.01372, 0.71300, 0.12986], [-2.33872, 0.16564, -1.64099], [-2.08056, -1.21661, -0.46996], [-1.17734, 1.77736, -0.02304], [-0.89685, 0.42418, 1.17246], [2.20779, -0.33287, 1.00882], [1.80647, 0.54146, 1.73557], [3.07234, -0.19780, 0.33489], [1.73188, -1.33208, 0.97882]], "smiles": "O=C1CC1.C=O", "total_charge": 0, "homo_lumo_gap_ev": 10.45}

***

The relative energies come out as arrangement w 0.0000; arrangement x 0.0359, with values in hartree.

***

Arrangement w

{"formula": "C4H6O2", "method": "ωB97M-V/def2-TZVPD", "elements": ["O", "C", "C", "C", "C", "O", "H", "H", "H", "H", "H", "H"], "xyz": [[-0.94124, -3.06541, 0.14972], [-1.22864, -2.08337, -0.34380], [-1.01464, 0.69191, 0.95405], [0.20060, 1.22777, 0.93107], [1.14797, -0.14106, -1.36084], [1.24770, -1.32686, -1.17215], [-1.81847, 1.05466, 0.31806], [-1.25381, -0.14701, 1.60191], [0.43991, 2.07000, 0.28472], [1.00958, 0.83694, 1.54354], [1.96318, 0.56164, -1.09753], [0.24788, 0.32079, -1.80874]], "total_charge": 0, "homo_lumo_gap_ev": 10.91}

***

Arrangement x

{"formula": "C4H6O2", "method": "ωB97M-V/def2-TZVPD", "elements": ["C", "C", "C", "O", "C", "O", "H", "H", "H", "H", "H", "H"], "xyz": [[-0.39290, 0.78259, -1.10865], [0.28458, 0.40546, 0.20005], [-0.54202, -0.48656, 1.12148], [0.30438, -1.62542, 0.82147], [1.15339, -0.84579, 0.08217], [2.18430, -1.17994, -0.42413], [-1.41972, 1.14989, -0.95872], [0.15506, 1.56203, -1.63755], [-0.45369, -0.09516, -1.75494], [0.78606, 1.25145, 0.67192], [-1.57200, -0.65896, 0.80008], [-0.48744, -0.25959, 2.18683]], "total_charge": 0, "homo_lumo_gap_ev": 11.37}

***

Arrangement y

{"formula": "C4H6O2", "method": "ωB97M-V/def2-TZVPD", "elements": ["C", "C", "O", "C", "C", "O", "H", "H", "H", "H", "H", "H"], "xyz": [[0.04505, -1.34447, -0.20928], [-0.01897, 0.15352, -0.42812], [0.25704, 0.57953, -1.68760], [0.20396, 1.01383, 0.78397], [-1.09454, 0.76200, 0.53128], [-2.17608, 0.67791, 1.04874], [-0.14427, -1.41628, 0.82116], [0.98179, -1.77504, -0.48447], [-0.79708, -1.81785, -0.78850], [1.20030, 0.46304, -1.86019], [0.66500, 1.99944, 0.62561], [0.87780, 0.70435, 1.64740]], "smiles": "C[C@]1(O)CC1=O", "total_charge": 0, "homo_lumo_gap_ev": 9.55}

***

Arrangement z

{"formula": "C4H6O2", "method": "ωB97M-V/def2-TZVPD", "elements": ["C", "C", "C", "C", "O", "H", "H", "H", "H", "O", "H", "H"], "xyz": [[-1.55528, -1.61064, -0.43785], [-0.42816, -0.95274, -0.35656], [0.67722, -0.29234, -0.26139], [2.03375, 0.00540, 0.10841], [1.15687, 0.96357, -0.55383], [-1.80548, -2.21187, -1.31004], [-2.28803, -1.57892, 0.36704], [2.26837, 0.24953, 1.14308], [2.86125, -0.34306, -0.50737], [-1.06206, 2.12298, 0.93885], [-0.21143, 2.05651, 0.48301], [-1.64703, 1.59159, 0.38665]], "smiles": "C=C=C1CO1.O", "total_charge": 0, "homo_lumo_gap_ev": 10.40}

***

The relative energies come out as arrangement w 0.0654; arrangement x 0.0000; arrangement y 0.0910; arrangement z 0.1151, with values in hartree.

***

Arrangement w

{"formula": "C2H4N4O2", "method": "ωB97M-V/def2-TZVPD", "elements": ["C", "C", "H", "H", "H", "H", "N", "N", "N", "N", "O", "O"], "xyz": [[1.37382, -0.08755, -0.00976], [-0.47693, 0.67040, -0.08217], [-2.54901, -0.27445, 0.86249], [-2.56739, -1.00740, -0.45652], [2.89365, 0.90568, 0.31866], [-1.29582, 1.98036, 0.65565], [-1.86523, -1.18854, 0.32188], [-0.64445, -0.68477, -0.39070], [2.65196, -0.15501, 0.13355], [0.71277, 1.25568, -0.02103], [0.66106, -1.20440, -0.05415], [-1.64208, 1.24279, -0.08767]], "total_charge": 0, "homo_lumo_gap_ev": 9.18}

***

Arrangement x

{"formula": "C2H4N4O2", "method": "ωB97M-V/def2-TZVPD", "elements": ["O", "N", "O", "N", "C", "C", "N", "N", "H", "H", "H", "H"], "xyz": [[1.79922, -1.64893, -0.03249], [1.94399, -0.44885, 0.00286], [3.00364, 0.10171, 0.03330], [0.74682, 0.19732, -0.09720], [-0.46727, -0.58058, 0.08539], [-1.54150, 0.52022, -0.03704], [-0.78003, 1.76584, 0.04521], [0.41802, 1.53644, 0.00713], [-0.31233, -1.11398, 1.10884], [-0.65197, -1.22503, -0.69732], [-1.78441, 0.26458, -1.09711], [-2.37417, 0.63129, 0.67845]], "smiles": "O=[N+]([O-])N1CCN=N1", "total_charge": 0, "homo_lumo_gap_ev": 10.44}

***

Arrangement y

{"formula": "C2H4N4O2", "method": "ωB97M-V/def2-TZVPD", "elements": ["C", "C", "N", "N", "N", "N", "O", "O", "H", "H", "H", "H"], "xyz": [[1.03252, 0.41247, -0.10294], [-0.38860, 0.42214, -0.39183], [2.00181, -0.31573, 0.39763], [2.46151, -1.51641, 0.35848], [-1.31518, -0.29583, 0.02904], [-2.67886, 0.04387, 0.07345], [-3.42104, -0.80645, -0.37546], [-3.03357, 1.03940, 0.69552], [1.22605, 1.47861, -0.24734], [-0.47482, 1.38196, -0.89497], [2.79737, 0.28011, 0.57622], [1.79281, -2.12414, -0.11779]], "total_charge": 0, "homo_lumo_gap_ev": [8.03, 8.03]}

***

The relative energies come out as arrangement w 0.0000; arrangement x 0.0039; arrangement y 0.0526, with values in hartree.

***

Arrangement w

{"formula": "C2H4N4O2", "method": "ωB97M-V/def2-TZVPD", "elements": ["C", "C", "N", "N", "N", "N", "O", "O", "H", "H", "H", "H"], "xyz": [[-1.35915, -1.30786, -0.08375], [-2.35091, 0.87334, 0.03126], [-2.54179, -0.35442, 0.09542], [-0.22338, -0.67791, -0.43981], [0.11276, 0.64264, -0.47274], [1.35887, 1.00896, -0.02208], [-1.68413, -2.46413, 0.04762], [-2.61133, 2.00787, -0.18425], [-3.34510, -0.82797, 0.45097], [0.49514, -1.36496, -0.43677], [1.41312, 2.02563, 0.01980], [1.58576, 0.61110, 0.88960]], "total_charge": 0, "homo_lumo_gap_ev": [6.55, 8.07]}

***

Arrangement x

{"formula": "C2H4N4O2", "method": "ωB97M-V/def2-TZVPD", "elements": ["N", "N", "O", "N", "C", "C", "N", "O", "H", "H", "H", "H"], "xyz": [[-0.92821, -1.26871, -0.27532], [-1.05913, 0.08675, 0.24476], [-1.64012, 0.25763, 1.36538], [-0.70247, 0.97663, 2.16840], [0.45927, 1.09183, 1.44603], [0.20483, 0.47569, 0.09170], [1.11879, 0.32232, -0.87582], [0.51860, -0.21590, -2.09855], [0.14408, -1.43747, -0.18597], [-0.98544, -1.41712, -1.24627], [1.55954, 1.09192, 2.14701], [1.31026, 0.03643, -2.78136]], "smiles": "Nn1onc/c1=N/O", "total_charge": 0, "homo_lumo_gap_ev": 8.52}

***

The relative energies come out as arrangement w 0.0000; arrangement x 0.1564, with values in hartree.